Record 1
ORCA calculation (ωB97M-V with the def2-TZVPD basis set) on a 2-piece molecular cluster, C8H11O6S overall.

As for the energy above the lowest of the compared OMol25 structures with the same formula, charge and spin: 0.000 eV. The value obtained for the HOMO-LUMO gap is 6.18 eV. Its net charge is -1. The energy comes out at -1161.0393 Eh. For the LUMO energy, the calculation gives 2.559 eV.

Atoms and positions in Å:
C -3.20 -1.86 -1.38
S -1.63 -2.65 -1.06
O -1.66 -3.32 0.20
O -1.39 -3.47 -2.23
C -0.48 -1.33 -1.20
C -0.77 -0.04 -1.04
C 0.34 0.70 -1.70
O 0.24 1.76 -2.24
O 1.31 -0.20 -2.09
C 0.97 -1.43 -1.56
O 1.74 -2.26 -1.24
H -3.77 -2.54 -2.01
H -3.69 -1.66 -0.43
H -3.05 -0.94 -1.93
H -1.66 0.46 -0.70
C 1.49 1.26 3.06
C 1.81 1.20 1.55
C 1.35 2.54 0.93
O 1.16 0.15 0.98
H 0.42 1.37 3.22
H 1.83 0.34 3.55
H 1.99 2.11 3.55
H 2.92 1.19 1.47
H 0.28 2.67 1.06
H 1.58 2.56 -0.14
H 1.86 3.40 1.39

=====

Record 2
ORCA calculation (ωB97M-V with the def2-TZVPD basis set) on one molecule with the formula C8H11PS2.

As for the energy above the lowest of the compared OMol25 structures with the same formula, charge and spin: 2.963 eV. The value obtained for the HOMO-LUMO gap is 8.79 eV. Its net charge is 0. The energy comes out at -1449.0303 Eh. The SMILES is CC=C=C/C=C\C=C\[P@@H](=S)S. For the LUMO energy, the calculation gives 0.063 eV.

Atoms and positions in Å:
C 1.10 2.17 0.99
C 1.02 1.52 -0.31
C 1.71 0.47 -0.74
C 2.37 -0.55 -1.14
C 1.99 -1.92 -0.70
C 0.84 -2.18 -0.06
C -0.17 -1.18 0.30
C -1.39 -1.29 -0.31
P -2.73 -0.07 0.13
S -2.75 1.50 -1.06
S -4.56 -1.05 -0.01
H 0.50 3.05 0.79
H 2.21 2.41 1.18
H 0.81 1.49 1.82
H 0.05 1.77 -0.84
H 3.30 -0.55 -1.87
H 2.67 -2.71 -1.06
H 0.56 -3.30 -0.03
H 0.13 -0.44 1.06
H -1.68 -1.88 -1.20
H -2.51 0.17 1.65
H -4.27 -2.35 0.39

=====

Record 3
ORCA calculation (ωB97M-V with the def2-TZVPD basis set) on one molecule with the formula C8H11PSi2.

As for the energy above the lowest of the compared OMol25 structures with the same formula, charge and spin: 1.216 eV. The value obtained for the HOMO-LUMO gap is 7.17 eV. Its net charge is 0. The energy comes out at -1231.6290 Eh. The SMILES is [SiH2]=[P@@H]1C=C([SiH3])c2ccccc21. For the LUMO energy, the calculation gives -0.622 eV.

Atoms and positions in Å:
Si 1.40 -3.20 -2.02
P 1.43 -0.70 -1.23
C 1.93 0.81 -0.23
C 0.92 1.16 0.67
Si 1.15 2.20 2.21
C -0.33 0.50 0.30
C -1.53 0.81 0.88
C -2.63 0.18 0.48
C -2.60 -0.85 -0.46
C -1.42 -1.18 -1.07
C -0.29 -0.44 -0.74
H 2.73 -2.98 -2.62
H 1.68 -3.75 -0.56
H 1.42 -0.31 -2.54
H 2.91 1.25 -0.32
H 2.06 3.44 1.89
H 1.96 1.42 3.13
H -0.25 2.53 2.48
H -1.70 1.76 1.43
H -3.68 0.49 0.88
H -3.57 -1.30 -0.61
H -1.56 -1.85 -1.95

=====

Record 4
ORCA calculation (ωB97M-V with the def2-TZVPD basis set) on one molecule with the formula C8H12.

As for the energy above the lowest of the compared OMol25 structures with the same formula, charge and spin: 2.930 eV. The value obtained for the HOMO-LUMO gap is 9.30 eV. Its net charge is 0. The energy comes out at -311.8787 Eh. The SMILES is C/C=C(\C)C1(C)C=C1. For the LUMO energy, the calculation gives 1.019 eV.

Atoms and positions in Å:
C -0.92 0.25 2.36
C -0.85 0.14 0.88
C 0.17 -0.36 0.10
C 1.28 -1.04 0.69
C 0.05 -0.08 -1.34
C -0.04 1.43 -1.69
C 0.72 -0.98 -2.33
C -0.63 -0.98 -2.30
H -0.53 1.23 2.63
H -0.28 -0.47 2.79
H -1.91 0.20 2.76
H -1.70 0.72 0.42
H 1.14 -1.43 1.70
H 1.44 -1.91 0.06
H 2.20 -0.44 0.65
H -0.78 1.98 -1.12
H -0.32 1.46 -2.82
H 0.89 1.92 -1.39
H 1.66 -1.19 -2.81
H -1.60 -1.36 -2.30

=====

Record 5
ORCA calculation (ωB97M-V with the def2-TZVPD basis set) on one molecule with the formula C8H12.

As for the energy above the lowest of the compared OMol25 structures with the same formula, charge and spin: 7.398 eV. The value obtained for the HOMO-LUMO gap is 9.74 eV. Its net charge is 0. The energy comes out at -311.7145 Eh. The SMILES is C1C[C@@H]2[C@@H]3CC[C@@H]1[C@H]23. For the LUMO energy, the calculation gives 1.105 eV.

Atoms and positions in Å:
C 1.29 -0.78 -0.88
C 0.26 -0.08 -1.86
C -0.83 -0.36 -1.09
C -1.44 0.40 0.27
C -0.66 1.03 1.39
C 0.63 0.26 1.85
C 0.75 -0.32 0.40
C -0.61 -0.90 0.32
H 2.35 -0.52 -1.19
H 1.26 -1.86 -1.16
H 0.65 0.92 -1.93
H 0.28 -0.21 -3.13
H -1.97 -0.30 -1.64
H -2.61 0.28 0.14
H -1.19 1.34 2.26
H -0.28 2.06 1.09
H 0.47 -0.44 2.65
H 1.43 0.75 2.05
H 0.77 0.75 -0.03
H -0.57 -2.04 0.50

=====

Record 6
ORCA calculation (ωB97M-V with the def2-TZVPD basis set) on one molecule with the formula C8H12.

As for the energy above the lowest of the compared OMol25 structures with the same formula, charge and spin: 5.283 eV. The value obtained for the HOMO-LUMO gap (spin up / spin down) is 7.56 / 8.08 eV. Its net charge is 0. The energy comes out at -311.7922 Eh. For the LUMO energy (spin up / spin down), the calculation gives 0.361 / 0.163 eV.

Atoms and positions in Å:
C 2.53 1.81 0.28
C 2.25 0.30 0.20
C -1.58 -0.38 0.05
C -0.24 0.33 0.15
C 1.08 -0.37 0.20
C -3.05 0.00 0.13
C 1.18 -1.83 -0.20
C -4.15 0.29 -0.49
H 3.43 2.08 -0.30
H 2.52 2.03 1.31
H 3.11 -0.32 0.27
H -1.57 -1.10 -0.72
H -1.38 -1.00 1.11
H -0.20 1.35 0.64
H 1.47 -2.42 0.69
H 1.99 -1.98 -1.05
H 0.28 -2.13 -0.68
H 1.71 2.37 -0.05
H -5.11 0.40 0.03
H -4.28 0.57 -1.58

=====

Record 7
ORCA calculation (ωB97M-V with the def2-TZVPD basis set) on one molecule with the formula C8H12.

As for the energy above the lowest of the compared OMol25 structures with the same formula, charge and spin: 0.794 eV. The value obtained for the HOMO-LUMO gap is 9.99 eV. Its net charge is 0. The energy comes out at -311.9572 Eh. The SMILES is C=CC(=C)C(=C)CC. For the LUMO energy, the calculation gives 1.033 eV.

Atoms and positions in Å:
C 1.06 2.14 -1.11
C 1.05 0.86 -1.45
C 0.10 -0.17 -0.97
C -0.10 -1.27 -1.69
C -0.54 0.06 0.35
C -1.69 0.70 0.47
C 0.29 -0.32 1.58
C -0.15 -1.66 2.18
H 0.46 2.52 -0.28
H 1.72 2.84 -1.60
H 1.65 0.54 -2.29
H 0.45 -1.39 -2.62
H -0.78 -2.05 -1.38
H -2.08 0.85 1.47
H -2.27 1.05 -0.37
H 1.33 -0.35 1.27
H 0.22 0.49 2.30
H 0.19 -2.46 1.52
H -1.24 -1.69 2.27
H 0.19 -1.75 3.22

=====

Record 8
ORCA calculation (ωB97M-V with the def2-TZVPD basis set) on one molecule with the formula C8H12.

As for the energy above the lowest of the compared OMol25 structures with the same formula, charge and spin: 4.998 eV. The value obtained for the HOMO-LUMO gap is 9.47 eV. Its net charge is 0. The energy comes out at -311.8027 Eh. The SMILES is C1=C2CCC[C@@H]2CC1. For the LUMO energy, the calculation gives 1.123 eV.

Atoms and positions in Å:
C -1.18 1.23 -0.15
C -0.02 0.68 0.33
C 1.36 1.18 0.34
C 1.87 0.17 -0.54
C 1.22 -1.17 0.01
C 0.01 -0.87 0.66
C -1.11 -1.02 -0.32
C -2.28 0.09 -0.12
H -1.39 2.18 -0.49
H 1.15 2.37 0.02
H 1.67 1.06 1.27
H 3.00 -0.05 -0.76
H 1.78 0.57 -1.51
H 0.76 -1.89 -0.87
H 1.80 -1.92 0.55
H -0.18 -1.20 1.65
H -0.40 -1.30 -1.30
H -1.72 -2.05 0.06
H -3.17 0.25 -0.82
H -2.58 0.16 0.96